This record from the Open Molecules 2025 dataset describes C33H21MoN7O6S as an isolated structure. The level of theory is the ωB97M-V functional and the def2-TZVPD basis.

**HOMO energy (spin up / spin down)**: -6.6 / -6.5 eV
**Expectation value of S²**: 2.02
**Calculated total energy**: -2571.38263 a.u.
**Relative energy (zero: lowest compared OMol25 entry of this formula, charge and spin)**: 24.7 kcal per mole
**Max |F|**: 0.13 eV Å⁻¹

```
! wB97M-V def2-TZVPD RIJCOSX def2/J DEFGRID3
* xyz 0 3
Mo -0.0390 -0.3148 -0.0484
N 0.7636 -4.5187 -0.2196
C 0.7937 -4.3911 -1.5927
C 0.4912 -3.0921 -1.8591
N 0.2790 -2.4353 -0.6786
C 0.4498 -3.3107 0.2896
C 0.2726 -2.8292 1.6402
N 0.0755 -1.5335 1.7665
C -0.2037 -1.2893 3.0826
C -0.1490 -2.4645 3.7629
N 0.1499 -3.4392 2.8328
H 0.9462 -5.3607 0.2968
H 1.0114 -5.2226 -2.2374
H 0.3981 -2.5926 -2.8070
H -0.4649 -0.3029 3.4210
H -0.3234 -2.7011 4.7961
H 0.2020 -4.4251 3.0174
S -1.5532 2.4851 -3.3453
C 0.0733 3.0009 -3.0307
C 0.7322 4.1214 -3.5264
C 2.0498 4.3141 -3.1636
C 2.7032 3.3936 -2.3369
C 2.0495 2.2835 -1.8423
C 0.7077 2.0972 -2.1742
N -0.1180 1.0488 -1.7710
C -1.3046 1.1252 -2.3332
C -2.2601 0.0670 -2.0725
C -3.5146 -0.0096 -2.6722
C -4.3511 -1.0598 -2.3443
C -3.9205 -2.0245 -1.4379
C -2.6697 -1.9328 -0.8436
C -1.8181 -0.8703 -1.1328
H 0.2251 4.8182 -4.1803
H 2.5855 5.1774 -3.5352
H 3.7451 3.5490 -2.0882
H 2.5558 1.5516 -1.2316
H -3.8430 0.7558 -3.3658
H -5.3394 -1.1236 -2.7790
H -4.5829 -2.8364 -1.1647
H -2.4011 -2.6621 -0.0880
O -6.0698 -0.5305 1.5614
C -5.0485 0.0485 1.2935
C -3.6344 -0.3900 1.6062
O -3.2938 -1.4106 2.2101
C -2.7965 0.5862 1.0026
C -3.4692 1.6527 0.3525
O -2.9529 2.5977 -0.2572
C -4.9429 1.3555 0.4980
O -5.8680 1.9810 0.0473
O -1.4678 0.5166 1.0366
O 1.9992 -0.5358 -0.3690
C 2.9569 -0.4798 0.5342
C 3.9612 -1.4612 0.5545
C 4.9875 -1.4107 1.4772
C 5.0547 -0.3818 2.4146
C 4.0811 0.5978 2.4035
C 3.0394 0.5686 1.4760
C 2.0325 1.6185 1.4238
N 0.8156 1.4906 0.9271
C 0.1823 2.7135 1.0276
C 1.0409 3.5917 1.5992
N 2.2016 2.8872 1.8544
H 3.9095 -2.2500 -0.1861
H 5.7485 -2.1814 1.4710
H 5.8530 -0.3517 3.1431
H 4.1156 1.3898 3.1439
H -0.8329 2.8479 0.6784
H 0.9376 4.6331 1.8432
H 3.0553 3.2603 2.2291
*
```